[1]
C7H12NPS in the gas phase in a non-equilibrium geometry, computed with the ωB97M-V functional and the def2-TZVPD basis.

Properties
strongest force on any atom = 5.28 eV Å⁻¹
HOMO-LUMO gap = 8.1 eV
ΔE to the lowest compared entry with this formula, charge and spin = 16.0 kcal per mole
SMILES = [H]\N=C/C(C)=C\C(C)=P\SC
highest occupied orbital energy = -8.157 eV
E_LUMO = -0.01 eV

Structure (ORCA input):
```
! RIJCOSX wB97M-V def2-TZVPD def2/J DEFGRID3
* xyz 0 1
C 0.6047 -1.0733 -0.5216
C -1.5536 -0.3264 -1.4021
C -0.5518 -1.3134 -1.2814
C 0.9313 0.1579 0.2544
C -0.6092 -2.5819 -2.0792
C 2.1050 0.9270 -0.3173
C -0.3743 2.4113 3.7411
N -2.5851 -0.3709 -2.1789
P 0.1094 0.5338 1.6794
S 1.0676 2.1012 2.6825
H 1.4022 -1.7751 -0.5496
H -1.3630 0.4785 -0.7687
H -2.6572 -1.0899 -2.8271
H -1.4583 -3.1758 -1.9327
H 0.3392 -3.2149 -1.9967
H -0.7098 -2.0727 -3.0776
H 1.8907 1.9689 -0.5698
H 2.5660 0.3203 -1.1391
H 2.7977 0.8450 0.6059
H -0.8003 1.3318 3.9590
H -1.1697 2.8891 3.1348
H 0.0186 3.0295 4.5851
*
```

Mulliken population analysis, charges in e, atoms 1 to 8: -0.949, -0.106, 0.944, 0.508, -1.345, -1.309, -0.754, -0.772


[2]
A molecular structure, C21H13BCl2F4N2O5ReS6, computed with the ωB97M-V functional and the def2-TZVPD basis.

Properties
strongest force on any atom = 0.62 eV Å⁻¹
HOMO-LUMO gap (alpha / beta) = 5.9 / 6.2 eV
ΔE to the lowest compared entry with this formula, charge and spin = 21.8 kcal per mole
highest occupied orbital energy (alpha / beta) = -2.123 / -2.406 eV
expectation value of S² = 3.772
E_LUMO (alpha / beta) = 3.75 / 3.75 eV

Structure (ORCA input):
```
! RIJCOSX wB97M-V def2-TZVPD def2/J DEFGRID3
* xyz -2 4
Re 0.4916 -0.6761 0.2686
S 3.8954 -7.1785 0.1081
C 3.1034 -5.7197 0.1192
S 3.1944 -4.5713 -1.1575
C 2.1551 -3.3463 -0.4714
C 1.6453 -3.6401 0.7427
S 0.5564 -2.6138 1.6401
S 2.1068 -5.1831 1.4143
S 1.8472 -1.8813 -1.3501
Cl -2.8117 -3.4428 -1.9360
C -3.1603 -1.7484 -1.7922
C -4.3827 -1.2777 -2.2870
C -4.6976 0.0468 -2.1985
Cl -6.2355 0.6031 -2.8296
C -3.7976 0.9677 -1.6128
C -4.0217 2.3558 -1.5024
C -3.0661 3.1506 -0.9381
C -1.8759 2.5585 -0.4693
N -1.6431 1.2785 -0.5453
C -2.5712 0.4761 -1.1079
C -2.2281 -0.9117 -1.1913
O -1.1225 -1.3684 -0.7315
H -5.0684 -1.9756 -2.7451
H -4.9502 2.7724 -1.8710
H -3.2111 4.2184 -0.8471
H -1.0920 3.1674 -0.0385
C -5.7100 4.5855 2.4442
C -4.6997 3.4701 2.4627
C -3.4017 3.6886 2.9094
C -2.4727 2.6608 2.9383
C -2.8354 1.3910 2.5158
C -4.1275 1.1555 2.0718
C -5.0469 2.1922 2.0421
S -1.7163 -0.0028 2.6327
O -2.3462 -1.0650 1.8995
O -1.5045 -0.1659 4.0523
N -0.3481 0.3810 1.8915
C 0.6090 1.2099 2.6169
C 2.0392 0.8608 2.2177
O 2.9739 1.3774 2.7925
O 2.1458 0.0336 1.2258
H -5.2213 5.5584 2.4871
H -6.3810 4.5122 3.3026
H -6.3230 4.5499 1.5435
H -3.1066 4.6831 3.2217
H -1.4706 2.8531 3.2845
H -4.3818 0.1674 1.7169
H -6.0455 2.0085 1.6643
H 0.5015 1.1025 3.6976
H 0.4951 2.2666 2.3527
F 1.9251 1.4268 -3.2452
B 0.7577 1.5054 -2.5175
F 0.3888 2.8257 -2.3218
F -0.2566 0.7641 -3.0822
F 1.0504 0.9288 -1.1872
*
```

Mulliken population analysis, charges in e, atoms 1 to 8: 2.360, -0.354, 0.115, -0.117, 0.182, 0.264, -0.539, -0.114


[3]
A molecular structure, C35H30N4O5RuS in a non-equilibrium geometry, computed with the ωB97M-V functional and the def2-TZVPD basis.

Properties
strongest force on any atom = 1.00 eV Å⁻¹
HOMO-LUMO gap (alpha / beta) = 8.0 / 7.2 eV
ΔE to the lowest compared entry with this formula, charge and spin = 42.9 kcal per mole
highest occupied orbital energy (alpha / beta) = -13.649 / -13.655 eV
expectation value of S² = 6.008
E_LUMO (alpha / beta) = -5.62 / -6.46 eV

Structure (ORCA input):
```
! RIJCOSX wB97M-V def2-TZVPD def2/J DEFGRID3
* xyz 2 5
Ru 0.0168 0.2529 1.0270
O -0.8170 3.1876 4.4635
C -0.5448 2.1350 3.7319
O -0.8706 2.0046 2.5670
C 0.2440 1.0873 4.4306
C 0.5221 1.0924 5.7865
C 1.3753 0.1151 6.2812
C 1.9184 -0.8101 5.4071
C 1.5314 -0.7569 4.0793
N 0.7085 0.1690 3.5937
C 2.1218 -1.6147 3.0132
O 3.2249 -2.0328 2.9549
O 1.1836 -1.7382 2.0088
H -1.2883 3.8618 3.9497
H 0.0869 1.8455 6.4283
H 1.6354 0.0973 7.3314
H 2.6339 -1.5556 5.7299
N -1.9032 -2.7139 -1.8100
C -1.7672 -2.3013 -0.5441
N -1.0422 -1.2116 -0.4339
C -0.6495 -0.8947 -1.7602
C 0.1548 0.1209 -2.2795
C 0.3059 0.1874 -3.6466
C -0.2863 -0.7561 -4.4998
C -1.0425 -1.7943 -4.0066
C -1.2113 -1.8363 -2.6268
H -2.4320 -3.5146 -2.1129
H -2.2336 -2.8140 0.2850
H 0.6552 0.8395 -1.6534
H 0.9128 0.9736 -4.0786
H -0.1383 -0.6661 -5.5690
H -1.4832 -2.5379 -4.6594
C -4.1059 7.7860 -1.1464
C -3.6875 6.3898 -0.7703
C -4.5441 5.5603 -0.0469
C -4.1747 4.2649 0.2795
C -2.9392 3.7952 -0.1436
C -2.0564 4.5999 -0.8413
C -2.4406 5.8953 -1.1486
S -2.5604 2.0961 0.1920
C -3.3744 1.3776 -1.2415
O -1.0582 1.9462 -0.1148
H -4.9692 8.1109 -0.5695
H -4.3810 7.8233 -2.2030
H -3.2933 8.4976 -1.0034
H -5.5091 5.9388 0.2689
H -4.8437 3.6252 0.8491
H -1.0884 4.2128 -1.1388
H -1.7584 6.5363 -1.6947
H -2.8822 1.7534 -2.1397
H -4.4240 1.6737 -1.2212
H -3.2838 0.2945 -1.1635
N 1.7141 -1.4056 0.7283
C 2.1802 -2.3894 0.0207
C 2.0757 -3.8114 0.4151
C 0.9012 -4.3397 0.9603
C 0.8444 -5.6724 1.3294
C 1.9586 -6.4889 1.1723
C 3.1310 -5.9703 0.6414
C 3.1906 -4.6387 0.2609
C 2.8739 -2.0251 -1.2250
C 2.8766 -2.9005 -2.3142
C 3.5018 -2.5345 -3.4944
C 4.1355 -1.3028 -3.5961
C 4.1693 -0.4421 -2.5051
C 3.5385 -0.7972 -1.3283
H 0.0259 -3.7152 1.0667
H -0.0683 -6.0756 1.7523
H 1.9153 -7.5293 1.4701
H 4.0058 -6.5985 0.5268
H 4.1139 -4.2249 -0.1278
H 2.3820 -3.8611 -2.2416
H 3.5012 -3.2140 -4.3377
H 4.6083 -1.0150 -4.5278
H 4.6904 0.5046 -2.5742
H 3.5873 -0.1507 -0.4626
*
```

Mulliken population analysis, charges in e, atoms 1 to 8: 0.907, -0.398, 0.186, -0.398, 0.374, -0.481, -0.433, -0.722


[4]
A molecular structure, C6H15AsF6N3O3Tl in a non-equilibrium geometry, computed with the ωB97M-V functional and the def2-TZVPD basis.

Properties
strongest force on any atom = 4.29 eV Å⁻¹
HOMO-LUMO gap (alpha / beta) = 5.3 / 2.7 eV
highest occupied orbital energy (alpha / beta) = -19.495 / -18.682 eV
expectation value of S² = 1.770
E_LUMO (alpha / beta) = -14.19 / -16.02 eV

Structure (ORCA input):
```
! RIJCOSX wB97M-V def2-TZVPD def2/J DEFGRID3
* xyz 3 2
Tl -0.7500 0.3706 -0.8748
As -2.3675 -1.4077 3.1931
F -0.7429 -1.1226 3.7745
F -2.1357 -3.1617 2.9638
F -4.0523 -1.6799 2.6441
F -2.6496 0.3623 3.4623
F -1.8711 -1.0526 1.4558
F -2.7999 -1.6771 4.8958
O -2.2440 -2.0730 -1.4298
C -3.1741 -2.8287 -1.7485
N -3.3560 -3.2581 -2.9494
C -4.2768 -3.0593 -0.6737
H -4.3396 -3.2540 -3.1786
H -2.7231 -2.9798 -3.6857
H -5.2167 -3.3718 -1.1287
H -4.6866 -2.1373 -0.2611
H -4.0552 -3.7504 0.1396
O 0.9810 2.7430 -0.4148
C 1.4733 3.8605 -0.3487
N 0.6532 4.9126 -0.5057
C 2.9125 4.0332 0.0793
H -0.3125 4.7198 -0.7305
H 0.9931 5.8424 -0.3061
H 3.4697 3.4563 -0.6588
H 3.0050 3.6822 1.1071
H 3.3353 5.0376 0.0604
O 2.0795 0.0877 -0.7129
C 3.2410 -0.2537 -0.6320
N 3.6427 -1.4749 -1.0754
C 4.3437 0.6638 -0.0657
H 4.5121 -1.9011 -0.7881
H 3.0398 -2.0303 -1.6655
H 4.1931 1.2210 0.8589
H 4.6029 1.3688 -0.8556
H 5.2759 0.1119 0.0553
*
```

Mulliken population analysis, charges in e, atoms 1 to 8: 1.008, 1.991, -0.377, -0.365, -0.408, -0.275, -0.504, -0.036